97
Properties=species:S:1:pos:R:3:mulliken_charge:R:1 method="wB97M-V/def2-TZVPD" orbital_gap_ha=0.269 max_force_ev_per_a=2.18 e_homo_ev=-11.016 total_charge=+1
Ta -0.192 0.343 0.438 1.6274
O 0.862 -3.016 0.381 -0.3871
S 2.077 -2.193 0.841 0.9694
O 3.221 -2.806 0.253 -0.6459
N 1.815 -0.673 0.437 0.7152
C 3.004 0.142 0.561 0.2192
C 4.218 -0.299 1.007 -0.5872
C 5.340 0.555 1.004 -1.2655
C 5.234 1.840 0.566 -1.0939
C 3.979 2.329 0.139 1.8528
C 3.797 3.682 -0.232 -1.2992
C 2.549 4.123 -0.539 -1.4102
C 1.483 3.204 -0.496 -0.5943
N 1.613 1.930 -0.217 1.5295
C 2.858 1.482 0.131 -0.5435
C 2.129 -2.415 2.577 0.9035
C 1.691 -1.441 3.457 -0.4528
C 1.682 -1.734 4.816 -0.7623
C 2.104 -2.974 5.264 -0.5322
C 2.551 -3.936 4.365 -0.7961
C 2.573 -3.665 3.010 -1.0320
H 4.369 -1.310 1.348 0.6295
H 6.284 0.166 1.353 0.4623
H 6.086 2.504 0.558 0.5026
H 4.648 4.350 -0.231 0.4868
H 2.347 5.154 -0.783 0.5878
H 0.481 3.555 -0.695 0.4095
H 1.373 -0.471 3.108 0.4742
H 1.347 -0.984 5.516 0.5428
H 2.092 -3.195 6.320 0.4339
H 2.885 -4.898 4.722 0.4646
H 2.922 -4.400 2.304 0.5211
C -3.573 3.167 -1.260 -1.2930
C -4.152 2.073 -0.407 1.4557
C -5.298 2.348 0.330 -0.9540
C -5.935 1.361 1.059 -1.1326
C -5.464 0.061 1.012 -0.9950
C -4.325 -0.260 0.284 1.2519
C -3.949 -1.698 0.090 -1.0491
C -3.645 0.773 -0.357 -0.7831
N -2.366 0.489 -0.976 0.6555
C -2.315 0.417 -2.246 0.8982
C -3.490 0.471 -3.169 -2.7138
C -0.947 0.315 -2.876 1.3488
C -0.890 0.042 -4.343 -2.3906
N 0.053 0.519 -2.113 1.3409
C 1.360 0.641 -2.730 -0.5537
C 2.204 -0.457 -2.836 1.1791
C 1.717 -1.866 -2.691 -1.5411
C 3.514 -0.228 -3.249 -0.8340
C 3.940 1.037 -3.606 -1.2234
C 3.032 2.084 -3.633 -0.5919
C 1.718 1.897 -3.225 1.0732
C 0.715 2.999 -3.433 -1.9901
H -3.589 4.113 -0.728 0.5311
H -4.168 3.292 -2.167 0.3649
H -2.548 2.982 -1.571 -0.2822
H -5.690 3.354 0.325 0.5191
H -6.816 1.598 1.636 0.4547
H -5.994 -0.728 1.527 0.5229
H -4.090 -2.275 1.002 0.4337
H -2.922 -1.808 -0.240 -0.5704
H -4.586 -2.140 -0.679 0.4559
H -4.423 0.526 -2.618 0.3966
H -3.503 -0.411 -3.808 0.5993
H -3.416 1.338 -3.825 0.4125
H -1.410 -0.893 -4.552 0.5009
H 0.132 -0.030 -4.703 0.4593
H -1.410 0.821 -4.898 0.4327
H 1.484 -2.267 -3.681 0.4114
H 0.817 -1.934 -2.092 -0.2260
H 2.481 -2.504 -2.258 0.5396
H 4.191 -1.067 -3.313 0.5214
H 4.961 1.197 -3.918 0.4661
H 3.335 3.056 -3.993 0.4921
H 1.185 3.976 -3.339 0.5699
H -0.121 2.956 -2.739 0.0646
H 0.302 2.940 -4.443 0.3788
Cl -2.685 -5.617 3.933 -0.2008
C -2.266 -4.059 3.301 -0.1554
C -2.600 -2.916 4.019 -0.6857
C -2.263 -1.668 3.525 -0.9142
C -1.604 -1.584 2.306 0.8911
O -1.249 -0.361 1.845 0.1708
C -1.264 -2.720 1.587 1.1255
C -0.582 -2.613 0.263 -0.5820
O -0.640 -1.416 -0.340 0.0942
C -1.604 -3.971 2.088 -1.2108
H -3.114 -3.010 4.964 0.4994
H -2.499 -0.761 4.061 0.5987
H -0.922 -3.412 -0.414 0.3680
H -1.358 -4.869 1.542 0.5876
O 0.729 1.190 2.026 -0.3493
S -0.122 2.432 2.489 1.1444
O -0.906 2.067 3.622 -0.6137
O 0.731 3.574 2.560 -0.7596
S -1.310 2.487 0.787 -0.5446